Below is a 2-piece molecular cluster, C33H36N3O3P overall, with properties calculated with the ωB97M-V functional and the def2-TZVPD basis.

* total charge: 0
* energy above the lowest of the compared OMol25 structures with the same formula, charge and spin: 6.9 kcal per mole
* HOMO energy: -0.2623 Eh
* 2S+1: 1
* strongest force on any atom: 3.16 eV Å⁻¹

CARTESIAN COORDINATES (ANGSTROEM)
C -1.182 -8.022 1.009
C -0.517 -6.760 0.501
O -1.160 -5.554 0.980
P -1.318 -4.240 0.035
C -0.099 -3.082 0.623
C 1.157 -3.658 0.699
N 2.235 -4.135 0.777
O -1.290 -4.501 -1.423
O -2.675 -3.576 0.585
C -3.846 -4.409 0.829
C -5.031 -3.497 1.046
H -0.533 -8.857 0.722
H -1.318 -8.049 2.096
H -2.154 -8.185 0.527
H 0.536 -6.740 0.808
H -0.574 -6.746 -0.596
H -0.403 -2.474 1.471
H -4.007 -5.065 -0.043
H -3.671 -5.023 1.726
H -5.942 -4.084 1.182
H -4.888 -2.889 1.944
H -5.178 -2.836 0.187
C -5.228 2.075 -0.621
N -4.214 1.880 -1.661
C -4.240 2.858 -2.700
C -4.075 4.221 -2.388
C -4.224 5.191 -3.378
C -4.554 4.813 -4.686
C -4.723 3.459 -5.002
C -4.536 2.482 -4.022
C -3.023 1.233 -1.250
C -2.583 0.048 -1.888
C -1.467 -0.615 -1.421
C -0.653 -0.054 -0.392
C 0.625 -0.651 -0.159
C 1.768 -0.020 0.442
C 3.004 -0.735 0.478
C 4.153 -0.178 1.001
C 4.124 1.104 1.599
N 5.268 1.618 2.268
C 5.134 1.761 3.721
C 6.121 2.575 1.645
C 5.913 3.949 1.859
C 6.748 4.885 1.250
C 7.835 4.458 0.477
C 8.078 3.088 0.304
C 7.206 2.149 0.855
C 2.916 1.827 1.582
C 1.802 1.324 0.924
C -1.193 1.050 0.338
C -2.334 1.700 -0.110
H -5.295 1.164 -0.019
H -4.983 2.922 0.031
H -6.190 2.259 -1.110
H -3.852 4.501 -1.356
H -4.069 6.243 -3.124
H -4.693 5.580 -5.452
H -4.985 3.163 -6.020
H -4.670 1.422 -4.243
H -3.145 -0.327 -2.750
H -1.152 -1.558 -1.875
H 0.854 -1.527 -0.775
H 3.037 -1.730 0.029
H 5.106 -0.710 0.961
H 6.129 1.927 4.145
H 4.477 2.597 3.991
H 4.711 0.838 4.125
H 5.090 4.265 2.505
H 6.532 5.949 1.372
H 8.500 5.196 0.023
H 8.935 2.755 -0.285
H 7.372 1.077 0.733
H 2.877 2.828 2.023
H 0.985 2.004 0.709
H -0.692 1.431 1.225
H -2.668 2.617 0.387